Record 1
Formula: C32H68CoF3N3O3PSbSi3Te4
Source: OMol25
Level of theory: ωB97M-V/def2-TZVPD

Output
**LUMO (spin up / spin down)**: 0.14870 / 0.14842 Ha
**Expectation value of S²**: 3.814
**Frontier orbital gap (spin up / spin down)**: 5.276 / 5.250 eV

Structure (ORCA input):
```
! RIJCOSX wB97M-V def2-TZVPD def2/J DEFGRID3
* xyz -2 4
Te -1.489 -3.080 -4.364
Te -2.693 0.687 -5.386
Te -1.593 0.705 -2.876
Te -1.834 -1.787 -2.077
Sb 1.243 0.505 1.197
Co -0.666 0.633 -0.749
P -3.239 -1.030 1.050
Si 1.824 -1.764 2.416
Si 3.618 0.573 0.018
Si 2.005 2.060 3.104
F -1.535 3.329 -1.265
F -3.076 2.195 -0.404
F -1.368 2.737 0.838
O 4.228 2.144 -4.406
O 0.600 -0.845 -1.046
O 0.015 -2.111 -1.379
N 0.918 1.847 -1.416
N -2.130 -0.493 0.140
N 2.558 1.358 -5.695
C -4.182 1.364 2.351
C -4.229 -0.566 3.862
C 1.174 0.998 -5.930
C 1.366 4.117 -2.100
C -5.143 -2.373 -0.723
C 2.720 3.665 2.363
C 1.003 -0.480 -6.258
C -5.114 0.076 -0.727
C -6.223 -1.169 1.114
C 0.947 3.188 -1.184
C -4.083 -3.602 2.341
C -2.914 -2.847 1.712
C -1.694 2.233 -0.419
C 3.300 1.473 4.366
C 3.636 -2.188 2.892
C 0.554 2.660 4.194
C 3.033 1.898 -4.560
C -2.045 0.409 3.131
C 4.403 -0.015 -6.650
C 1.037 -1.778 4.192
C 2.085 2.314 -3.486
C 1.937 3.699 -3.298
C -1.802 -2.763 2.754
C 3.824 -0.887 -1.216
C 4.101 2.236 -0.833
C 5.134 0.476 1.205
C -2.325 -3.673 0.569
C -5.009 -1.146 0.183
C 1.552 1.454 -2.560
C 1.375 -3.354 1.424
C -3.472 0.047 2.678
C 3.494 1.205 -6.791
H 2.278 -3.888 1.136
H 0.774 1.599 -6.756
H -5.244 1.237 2.147
H -1.438 -3.184 0.173
H 4.088 -1.406 3.490
H 0.874 3.430 4.892
H -3.026 -3.854 -0.244
H 4.959 2.668 -0.321
H 1.806 -1.488 4.905
H 4.474 -1.664 -0.822
H -3.697 -4.505 2.821
H -2.000 -4.648 0.945
H 6.039 0.560 0.609
H -5.108 1.009 -0.174
H -6.284 -2.104 1.666
H -4.288 0.109 -1.439
H 0.619 3.507 -0.200
H 3.311 2.979 -0.799
H 0.133 1.844 4.773
H 1.668 0.386 -2.674
H -1.480 -3.770 3.028
H 4.255 -2.357 2.017
H 5.206 -0.438 1.777
H -0.237 3.081 3.582
H 2.328 4.399 -4.020
H -4.347 -2.433 -1.464
H -4.352 0.212 4.620
H 0.587 1.245 -5.041
H 2.916 4.413 3.130
H -3.696 -1.387 4.335
H -6.079 -2.305 -1.280
H 2.924 1.151 -7.719
H -5.161 -3.305 -0.166
H 0.739 -4.048 1.970
H 3.653 -3.099 3.484
H -1.294 -0.236 2.679
H 1.381 -1.099 -5.449
H 0.214 -1.082 4.310
H -4.092 2.041 3.205
H 4.975 0.075 -5.732
H -5.221 -0.911 3.580
H -2.102 -2.258 3.665
H 0.684 -2.765 4.480
H 2.859 -1.342 -1.412
H 4.228 -0.550 -2.168
H -3.730 1.850 1.498
H 4.119 2.106 -6.809
H -0.945 -2.246 2.333
H -6.030 0.036 -1.320
H -4.825 -3.924 1.616
H 5.091 -0.061 -7.495
H -6.228 -0.346 1.820
H -1.795 1.428 2.844
H 1.296 5.167 -1.853
H 4.375 2.113 -1.878
H 3.652 3.472 1.840
H 2.947 0.613 4.923
H 0.865 -3.099 0.503
H -4.580 -3.011 3.101
H -7.128 -1.082 0.509
H -1.951 0.339 4.215
H 1.525 -0.737 -7.176
H -0.053 -0.700 -6.393
H 2.029 4.102 1.647
H 4.224 1.193 3.875
H 3.529 2.262 5.077
H 3.823 -0.934 -6.617
H 5.133 1.308 1.903
*
```

Record 2
Formula: C32H68F2N3O19S6Si
Source: OMol25
Level of theory: ωB97M-V/def2-TZVPD

Output
**LUMO**: -0.14106 Ha
**Frontier orbital gap**: 7.452 eV

Structure (ORCA input):
```
! RIJCOSX wB97M-V def2-TZVPD def2/J DEFGRID3
* xyz 1 1
S 0.749 -3.597 3.251
S 0.932 1.458 -4.898
S -2.446 6.820 0.955
S 1.986 -5.941 -1.222
S -6.442 -7.369 -1.124
S -3.547 -0.204 -4.506
Si 1.280 2.958 4.022
F -0.648 0.374 2.445
F -1.037 0.881 0.341
O -1.135 6.780 0.381
O 2.542 -7.148 -2.071
O 6.714 -0.710 0.913
O -3.745 -0.536 -2.963
O -2.713 -4.306 1.714
O 3.001 -4.936 -1.107
O 0.202 1.548 -3.663
O -5.386 -8.252 -1.507
O -6.041 -5.878 -1.519
O -0.779 -4.534 0.590
O 1.342 -6.438 -0.037
O -2.612 6.834 2.376
O -4.011 1.122 -4.766
O -6.929 -7.367 0.220
O 1.318 2.928 -5.361
O 3.106 -0.718 1.247
O -3.266 8.020 0.326
O -2.206 -0.573 -4.841
O 2.089 0.621 -4.976
N 0.182 -2.411 2.138
N 0.612 -0.554 0.722
N 2.309 -1.537 2.045
C 4.309 5.260 5.778
C -5.116 -5.189 -0.654
C -7.782 -7.550 -2.248
C 2.027 3.773 -4.431
C 5.395 -0.295 0.636
C 3.781 -7.775 -1.656
C 2.862 3.567 4.824
C 0.430 1.873 5.320
C 5.298 1.215 0.473
C -1.694 9.921 0.305
C -2.761 0.048 -2.084
C 3.612 -8.656 -0.435
C 5.055 2.959 5.708
C -2.966 1.532 -1.858
C -1.667 -3.886 1.383
C -3.004 9.356 0.815
C -3.404 5.514 0.264
C 5.276 4.293 6.032
C 1.005 -1.498 1.651
C 0.752 -5.418 -2.359
C 1.772 1.838 2.570
C 3.486 3.388 -4.281
C 4.454 -0.795 1.716
C 0.100 4.325 3.546
C -0.064 0.634 1.247
C 0.804 1.861 1.367
C -1.240 -2.472 1.775
C 3.845 2.610 5.111
C -0.159 1.077 -6.218
C -3.691 -5.679 -0.806
C 3.108 4.896 5.173
C -4.691 -1.358 -5.173
H 4.540 -7.009 -1.497
H -3.587 -6.710 -0.470
H 1.330 2.001 0.428
H 2.354 5.644 4.974
H -0.616 1.686 5.102
H -1.833 -2.197 2.639
H 1.236 -5.059 -3.263
H 5.821 1.727 1.277
H -1.761 -0.157 -2.476
H 4.562 -0.156 2.602
H -5.670 -1.170 -4.741
H 3.592 2.407 -3.818
H -2.862 -0.486 -1.139
H -7.423 -7.357 -3.255
H -1.492 -1.809 0.955
H -3.045 9.360 1.905
H 1.777 0.825 2.970
H 2.814 -9.382 -0.594
H 1.001 0.947 5.417
H -0.169 -5.030 1.163
H -2.264 1.901 -1.122
H 3.682 1.562 4.880
H 1.948 4.778 -4.841
H -3.983 1.726 -1.513
H -3.383 -5.647 -1.854
H -1.024 1.731 -6.159
H 0.529 2.382 6.276
H 2.409 -1.303 3.036
H 0.194 -4.617 -1.879
H 2.785 2.014 2.220
H -0.865 3.858 3.343
H -3.020 -5.070 -0.218
H 0.100 2.690 1.432
H 6.208 4.562 6.508
H 3.353 -8.071 0.446
H -2.914 4.582 0.537
H 4.244 1.489 0.518
H 0.374 4.893 2.662
H -2.817 2.101 -2.774
H -5.453 -5.269 0.381
H -8.572 -6.857 -1.972
H 4.001 4.118 -3.656
H 5.695 1.533 -0.484
H -5.185 -4.140 -0.938
H 0.094 -6.257 -2.571
H -0.842 9.369 0.699
H 4.095 -8.373 -2.508
H 6.954 -0.469 1.814
H -0.460 0.044 -6.089
H 4.541 -9.187 -0.230
H 4.497 6.290 6.035
H 4.728 -1.816 1.975
H -4.349 -2.366 -4.953
H 0.366 1.202 -7.162
H -0.068 4.961 4.411
H -4.717 -1.192 -6.248
H -3.421 5.626 -0.817
H -1.649 9.863 -0.782
H 1.511 3.772 -3.470
H 5.789 2.193 5.903
H -4.407 5.553 0.680
H 0.543 -2.897 4.384
H 0.084 -0.970 -0.037
H -8.129 -8.577 -2.163
H 3.973 3.345 -5.254
H 5.139 -0.765 -0.311
H -3.836 9.958 0.456
H -1.595 10.963 0.611
*
```

Record 3
Formula: C32H69N5O10S2
Source: OMol25
Level of theory: ωB97M-V/def2-TZVPD

Output
**LUMO**: -0.01254 Ha
**Frontier orbital gap**: 6.093 eV

Structure (ORCA input):
```
! RIJCOSX wB97M-V def2-TZVPD def2/J DEFGRID3
* xyz 0 1
S -4.312 -30.686 2.097
S -0.565 -31.445 0.745
O 1.794 -34.599 0.380
O 2.913 -33.115 0.629
O -0.109 -32.831 1.182
O 1.367 -28.430 1.366
O -2.993 -28.473 4.035
O 2.609 -33.643 2.655
O -3.631 -29.867 3.229
O -0.096 -29.831 -1.221
O -1.028 -32.846 -3.554
O -1.821 -33.183 2.524
N -1.065 -28.422 0.050
N -3.676 -33.836 2.352
N -1.404 -31.865 5.213
N -1.775 -30.970 -3.265
N -3.926 -35.457 -0.998
C -0.621 -31.885 4.101
C -1.893 -31.507 -0.488
C -6.186 -30.440 2.027
C -2.355 -34.079 -0.186
C 1.257 -29.394 -0.974
C -4.459 -33.020 1.576
C -1.339 -30.589 2.218
C 2.271 -31.871 0.273
C -1.190 -28.057 1.366
C -2.487 -27.546 1.515
C -5.772 -33.497 1.670
C -0.637 -31.347 6.266
C -1.019 -29.905 -3.614
C 1.263 -29.031 2.657
C -2.931 -30.542 -2.618
C 1.167 -33.448 2.614
C -3.896 -29.884 0.431
C 0.641 -31.389 4.288
C 0.648 -31.103 5.692
C -3.058 -27.548 0.218
C -3.685 -34.210 -0.565
C 0.545 -34.285 -0.176
C -1.716 -28.853 -3.138
C -5.758 -34.650 2.529
C -4.437 -34.752 3.026
C -1.513 -34.540 2.831
C -1.794 -35.362 -0.259
C -2.153 -28.043 -0.637
C -2.940 -29.242 -2.564
C -1.997 -29.288 4.545
C -1.373 -33.626 -2.485
C -2.786 -36.172 -0.769
H -0.530 -30.461 2.936
H 1.713 -35.457 0.805
H -1.783 -29.618 2.001
H 0.642 -33.225 -0.412
H -2.993 -27.337 2.446
H -0.979 -33.411 -4.329
H 0.820 -33.738 3.606
H -2.365 -29.916 5.356
H -0.190 -34.379 0.623
H -1.105 -31.226 7.232
H 0.179 -34.869 -1.021
H 1.698 -29.366 -1.970
H 0.942 -32.386 2.522
H -6.575 -30.827 2.969
H 0.323 -28.860 3.182
H -2.158 -31.229 2.549
H -3.653 -31.228 -2.201
H -0.445 -34.624 3.028
H -6.441 -29.381 1.988
H -3.263 -28.955 3.250
H -1.434 -34.687 -2.727
H -1.731 -32.242 -1.276
H -4.249 -30.370 -0.479
H -2.811 -29.808 0.365
H -2.151 -34.877 3.649
H -1.572 -31.927 -3.516
H -2.367 -32.166 5.251
H -0.318 -28.239 1.977
H 1.791 -27.574 1.462
H -1.064 -32.306 3.211
H -0.216 -28.846 -0.295
H 1.260 -31.911 0.678
H 2.274 -31.457 -0.735
H -3.736 -28.657 -2.126
H -0.803 -35.650 0.060
H 2.917 -33.389 1.782
H 0.766 -34.081 1.822
H -2.377 -33.316 -2.194
H -0.043 -30.538 -1.869
H 2.045 -28.801 3.380
H -0.129 -29.983 -4.220
H -1.462 -27.808 -3.237
H -2.752 -37.214 -1.053
H -2.668 -33.876 2.405
H -2.857 -31.822 -0.089
H -3.921 -32.280 1.001
H 1.853 -30.086 -0.379
H -6.532 -35.331 2.852
H -4.831 -35.799 -1.287
H 1.295 -30.121 2.667
H -6.612 -33.059 1.150
H -6.620 -30.985 1.188
H -1.754 -35.131 1.947
H 1.408 -30.653 6.314
H -4.154 -28.825 0.414
H 1.445 -31.439 3.569
H -2.019 -30.533 -0.961
H 1.233 -28.446 -0.436
H 2.349 -33.818 0.297
H -4.066 -27.277 -0.057
H -1.234 -28.634 4.966
H -0.662 -33.388 -1.694
H -2.344 -28.268 -1.676
H 2.876 -31.081 0.719
H -4.490 -33.489 -0.544
H -1.883 -33.194 0.213
H -1.324 -32.890 1.757
H -1.589 -30.049 3.879
H -4.088 -35.474 3.750
*
```

Record 4
Formula: C32H70AlN3OP
Source: OMol25
Level of theory: ωB97M-V/def2-TZVPD

Output
**LUMO**: 0.08525 Ha
**Frontier orbital gap**: 7.283 eV

Structure (ORCA input):
```
! RIJCOSX wB97M-V def2-TZVPD def2/J DEFGRID3
* xyz -1 1
P -0.721 2.281 -3.897
Al -0.081 2.898 -1.690
O 2.525 1.887 0.691
N 0.504 2.599 -4.899
N -3.451 1.521 1.595
N 1.626 2.127 -1.429
C 6.093 -3.465 -2.088
C -8.029 3.072 1.583
C 1.609 0.659 -1.562
C -9.241 2.912 3.853
C -2.483 1.129 6.505
C -4.493 1.173 4.933
C 5.109 -2.502 -1.429
C 3.006 -3.800 -2.148
C 9.251 -3.884 -7.714
C -2.262 2.039 1.928
C -3.602 1.446 0.271
C -3.178 0.578 9.507
C 9.298 -3.477 -6.243
C -3.711 -0.225 8.323
C 6.534 -4.608 -1.178
C 2.272 2.564 -0.304
C -7.954 1.568 1.337
C 6.739 -3.472 -5.909
C 3.778 -3.128 -1.014
C -1.273 2.424 1.060
C -1.446 2.321 -0.319
C -8.044 3.445 3.064
C 2.711 4.017 -0.336
C 9.252 -5.396 -7.926
C 2.608 -2.835 -3.261
C -10.831 4.842 3.340
C 6.577 -1.955 -5.906
C -3.721 1.891 6.037
C -10.607 3.333 3.315
C -2.765 -0.241 7.123
C 8.104 -3.938 -5.407
C -2.682 1.797 -0.684
H 9.259 -5.635 -8.991
H -9.149 3.248 4.891
H -1.809 0.992 5.655
H -7.901 1.358 0.268
H -4.386 2.092 6.883
H 0.585 0.287 -1.480
H -5.339 1.777 4.603
H 4.921 -1.669 -2.111
H -9.197 1.820 3.888
H 2.692 4.408 -1.345
H 6.548 -3.859 -6.915
H 2.002 -2.018 -2.865
H -7.161 3.545 1.119
H -4.888 0.213 5.275
H 6.996 -4.224 -0.267
H -10.120 5.365 2.699
H 2.021 -3.349 -4.024
H -3.859 0.993 4.066
H 7.286 -1.472 -6.581
H -8.830 1.048 1.731
H 10.212 -3.878 -5.792
H 7.266 -5.242 -1.683
H 8.375 -3.447 -8.200
H -2.930 1.657 -1.725
H 5.693 -5.243 -0.892
H -11.833 5.089 2.986
H -3.878 -1.256 8.645
H -3.175 -0.906 6.359
H 2.101 -4.248 -1.729
H 5.666 -3.874 -3.008
H -3.403 2.868 5.662
H 5.578 -2.062 -0.543
H 1.249 3.000 -4.339
H -4.556 1.054 -0.070
H -2.214 0.186 9.839
H 10.137 -5.851 -7.476
H 3.587 -4.626 -2.569
H -7.128 3.072 3.531
H -10.727 5.235 4.353
H -7.063 1.145 1.807
H 5.574 -1.673 -6.229
H -11.381 2.854 3.923
H -8.908 3.484 1.077
H -0.346 2.801 1.462
H 10.123 -3.458 -8.218
H 8.242 -3.583 -4.381
H -1.035 0.895 -3.968
H -1.936 1.748 7.223
H 6.731 -1.550 -4.903
H 8.369 -5.864 -7.490
H -3.048 1.631 9.254
H 3.154 -2.347 -0.571
H -1.813 -0.686 7.428
H 5.968 -3.905 -5.266
H 3.724 4.077 0.040
H -3.869 0.525 10.350
H 2.061 4.591 0.311
H 1.930 0.429 -2.577
H 3.481 -2.403 -3.753
H 3.948 -3.861 -0.218
H 0.037 4.492 -1.646
H 9.387 -2.389 -6.181
H 2.289 0.157 -0.886
H -8.003 4.535 3.154
H 8.103 -5.031 -5.347
H -4.689 0.164 8.028
H -1.902 2.961 -4.293
H -2.077 2.154 2.992
H 6.979 -2.899 -2.389
H -10.745 2.959 2.297
*
```